A molecular structure, C13H20CsN5O6P in a non-equilibrium geometry, computed with wB97M-V/def2-TZVPD.

Geometry as XYZ:
```
46
Properties=species:S:1:pos:R:3:mulliken_charge:R:1
Cs -0.639 -0.119 0.740 1.21
O 0.000 -0.545 3.222 -0.53
C 0.137 -1.706 3.516 -0.09
C -0.398 -2.842 2.678 0.93
C -1.390 -3.628 3.255 -0.47
C -1.952 -4.645 2.513 -0.28
C -1.544 -4.936 1.225 -0.70
C -0.528 -4.185 0.663 -0.58
C 0.062 -3.149 1.388 0.24
O 1.070 -2.408 0.895 -0.45
N -3.027 -5.457 3.126 1.01
O -3.486 -6.364 2.464 -0.60
O -3.373 -5.163 4.253 -0.61
H 0.635 -1.987 4.459 0.40
H -1.743 -3.452 4.262 0.60
H -2.012 -5.747 0.687 0.50
H -0.167 -4.411 -0.331 0.44
C -3.234 4.967 -0.398 -0.87
N -1.924 4.793 -1.008 0.14
C -1.469 5.372 -2.171 -0.23
C -0.212 4.894 -2.364 -0.76
N 0.118 4.033 -1.344 -0.31
C -0.940 3.997 -0.554 -0.34
H -3.526 6.012 -0.469 0.34
H -3.167 4.697 0.653 0.32
H -3.970 4.339 -0.893 0.31
H -2.079 6.060 -2.730 0.43
H 0.466 5.129 -3.168 0.39
H -1.047 3.422 0.357 0.33
N 2.105 -2.488 -1.757 -0.63
C 2.879 -1.239 -1.727 -0.90
P 1.816 0.159 -1.188 1.17
O 0.426 -0.121 -1.664 -0.94
O 2.023 0.531 0.265 -1.02
C 2.505 1.648 -2.041 -0.84
N 2.482 2.749 -1.014 -0.13
H 1.294 -2.355 -2.359 0.27
H 1.349 -2.673 -0.043 0.17
H 2.669 -3.241 -2.133 0.21
H 3.304 -1.006 -2.710 0.52
H 3.703 -1.332 -1.017 0.34
H 1.905 1.951 -2.896 0.35
H 3.535 1.487 -2.360 0.44
H 2.554 2.267 -0.099 0.42
H 1.541 3.287 -1.051 0.40
H 3.247 3.407 -1.132 0.37
```

## Properties
Relative energy (zero: lowest compared OMol25 entry of this formula, charge and spin) = 62.5 kJ/mol
Charge = +1

---

A molecular structure, C6H14BrFIInN, computed with wB97M-V/def2-TZVPD.

Geometry as XYZ:
```
25
Properties=species:S:1:pos:R:3:mulliken_charge:R:1
C 2.478 -1.824 1.091 -0.96
C 3.211 -0.788 0.252 -0.52
C 2.264 0.234 -0.377 -0.48
N 1.566 1.018 0.635 -0.59
In -0.186 1.892 -0.106 1.27
F 0.413 3.067 -1.626 -0.75
Br -1.196 3.395 1.732 -0.59
C -1.749 0.635 -0.938 -1.24
C -2.755 0.083 0.050 -0.20
C -3.952 -0.606 -0.569 -1.32
I -1.756 -1.298 1.387 -0.01
H 3.165 -2.471 1.642 0.33
H 1.823 -1.318 1.801 0.21
H 1.849 -2.465 0.467 0.26
H 3.930 -0.249 0.879 0.28
H 3.788 -1.284 -0.539 0.31
H 2.835 0.857 -1.082 0.25
H 1.539 -0.319 -0.989 0.30
H 2.172 1.778 0.931 0.24
H -1.298 -0.178 -1.512 0.38
H -2.296 1.267 -1.648 0.37
H -3.077 0.869 0.732 0.36
H -4.511 0.136 -1.148 0.37
H -4.622 -1.030 0.179 0.39
H -3.635 -1.401 -1.245 0.33
```

## Properties
Charge = -1

---

A molecular structure, C24H48Br12O16S4 in a non-equilibrium geometry, computed with wB97M-V/def2-TZVPD.

Geometry as XYZ:
```
104
Properties=species:S:1:pos:R:3:mulliken_charge:R:1
O -17.922 19.109 -1.435 -0.62
C -18.889 19.235 -0.663 0.50
O -19.951 19.977 -0.824 -0.34
C -20.786 20.157 0.334 -0.32
C -19.813 19.677 1.350 -0.50
C -18.919 18.700 0.700 -0.33
H -21.640 19.496 0.187 0.26
H -21.108 21.197 0.390 0.26
H -20.216 19.204 2.246 0.32
H -19.230 20.550 1.643 0.25
H -19.366 17.716 0.561 0.24
H -17.948 18.592 1.184 0.28
O -4.465 7.857 -0.799 -0.59
C -5.343 7.559 0.005 0.47
O -6.283 8.482 0.417 -0.33
C -7.031 7.993 1.538 -0.36
C -6.909 6.465 1.424 -0.52
C -5.618 6.231 0.681 -0.37
H -8.087 8.262 1.560 0.30
H -6.464 8.386 2.382 0.27
H -7.739 6.101 0.818 0.26
H -6.846 5.927 2.370 0.33
H -5.431 5.407 -0.007 0.33
H -4.898 6.132 1.494 0.21
O -16.187 -0.846 11.890 -0.62
S -15.440 0.322 11.342 1.16
O -15.238 0.461 9.886 -0.60
O -16.090 1.786 11.855 -0.36
C -15.646 2.874 11.191 -0.06
C -15.675 4.044 12.026 -1.26
C -13.866 0.399 12.186 -0.82
H -16.350 2.938 10.362 0.31
H -14.617 2.796 10.840 0.32
H -15.811 4.973 11.473 0.35
H -14.765 4.128 12.620 0.29
H -16.504 4.042 12.734 0.32
H -14.023 1.223 12.881 0.26
H -13.218 0.618 11.337 0.32
H -13.685 -0.509 12.761 0.37
O -15.390 9.486 6.137 -0.59
S -16.384 9.543 5.056 1.10
O -17.712 8.926 5.232 -0.60
O -16.698 11.082 4.635 -0.31
C -15.990 12.081 5.339 -0.30
C -16.424 13.486 4.799 -1.09
C -15.704 9.148 3.350 -0.84
H -14.954 11.864 5.077 0.34
H -16.109 11.997 6.419 0.36
H -16.448 13.343 3.719 0.31
H -15.674 14.201 5.135 0.35
H -17.377 13.730 5.269 0.29
H -14.637 9.333 3.228 0.31
H -16.291 9.820 2.723 0.30
H -15.961 8.124 3.081 0.36
O -12.383 15.041 -0.684 -0.58
S -11.485 13.964 -0.950 1.13
O -11.700 12.675 -0.350 -0.60
O -11.306 13.749 -2.561 -0.29
C -11.421 14.863 -3.418 -0.13
C -10.886 14.446 -4.751 -1.26
C -9.746 14.500 -0.584 -0.92
H -10.901 15.708 -2.967 0.35
H -12.489 15.063 -3.501 0.28
H -10.886 15.280 -5.452 0.39
H -11.432 13.595 -5.157 0.30
H -9.819 14.244 -4.666 0.32
H -9.618 15.549 -0.851 0.33
H -9.020 13.837 -1.054 0.32
H -9.715 14.418 0.503 0.35
O -29.072 11.348 5.603 -0.57
S -28.442 10.183 5.042 1.10
O -27.657 10.303 3.819 -0.58
O -27.582 9.250 6.174 -0.35
C -26.829 8.112 5.600 -0.23
C -25.338 8.193 6.197 -1.13
C -29.803 8.903 4.759 -0.86
H -26.833 8.267 4.521 0.42
H -27.175 7.142 5.957 0.28
H -24.716 8.740 5.488 0.28
H -24.943 7.178 6.166 0.35
H -25.297 8.506 7.240 0.31
H -29.753 8.609 5.807 0.30
H -29.420 8.255 3.970 0.28
H -30.638 9.550 4.491 0.40
C -11.695 1.115 3.048 -0.34
Br -10.735 -0.105 4.320 -0.02
Br -12.434 2.665 4.120 0.00
Br -13.195 0.196 2.041 -0.01
H -10.912 1.399 2.346 0.37
C -18.686 6.778 -4.026 -0.31
Br -17.564 5.299 -4.869 -0.03
Br -17.552 8.298 -3.249 -0.01
Br -20.011 6.089 -2.709 -0.01
H -19.267 7.113 -4.885 0.35
C -19.968 10.343 10.612 -0.35
Br -18.535 11.113 11.769 -0.02
Br -20.912 11.833 9.678 0.00
Br -21.160 9.363 11.998 -0.04
H -19.610 9.615 9.884 0.41
C -10.621 14.058 9.409 -0.32
Br -11.216 15.964 9.272 -0.02
Br -9.117 13.955 10.794 -0.02
Br -10.075 13.229 7.639 -0.01
H -11.569 13.576 9.647 0.37
```

## Properties
Charge = 0

---

2 unconnected molecules or ions with the total composition C6H12O, computed with wB97M-V/def2-TZVPD.

Geometry as XYZ:
```
19
Properties=species:S:1:pos:R:3:nbo_charge:R:1
C -1.302 -1.544 -0.401 -0.60
C -1.602 -0.053 -0.206 -0.45
C -1.194 0.482 1.142 -0.19
C -0.644 1.674 1.361 -0.39
O 1.321 1.684 -1.005 -0.53
C 1.882 0.632 -1.202 0.45
C 2.179 -0.397 -0.143 -0.74
H -1.898 -1.963 -1.218 0.21
H -0.247 -1.724 -0.635 0.20
H -1.537 -2.116 0.505 0.20
H -1.128 0.541 -0.996 0.21
H -1.419 -0.163 1.995 0.19
H -2.685 0.098 -0.315 0.21
H -0.420 2.019 2.368 0.19
H -0.384 2.340 0.544 0.21
H 2.234 0.383 -2.224 0.10
H 1.490 -0.292 0.699 0.25
H 2.132 -1.407 -0.563 0.22
H 3.205 -0.242 0.217 0.24
```

## Properties
Relative energy (zero: lowest compared OMol25 entry of this formula, charge and spin) = 139.6 kJ/mol
Charge = 0

---

Sequential molecular weight output: 506.21; 440.81; 1679.75; 100.16 u
Sequential electronic energy output: -43372.30201; -93977.79185; -942268.39962; -8462.90664 eV